Below is C17H16FN6O3PbS as an isolated structure, with properties calculated with ωB97M-V with the def2-TZVPD basis set.

```
! RIJCOSX wB97M-V def2-TZVPD def2/J DEFGRID3
* xyz -1 1
Pb 10.0069 -11.8656 5.4167
O 6.5616 -16.3628 6.9726
C 6.3269 -16.2305 5.6437
C 5.1475 -16.8430 5.1658
C 4.7330 -16.6956 3.8618
C 5.5641 -16.0030 2.9851
C 6.6923 -15.2775 3.4599
C 7.1152 -15.4458 4.7963
C 8.1903 -14.6275 5.2453
O 8.7598 -13.7441 4.5079
N 8.6131 -14.8982 6.5002
N 9.3275 -13.9200 6.9848
C 9.9564 -14.0236 8.1716
C 10.8355 -13.1076 8.7910
C 11.4969 -13.7120 9.9313
C 12.1739 -12.9358 10.8273
C 12.3457 -11.5515 10.6278
C 11.7680 -10.9357 9.5147
C 10.9653 -11.6696 8.5730
O 10.2666 -11.1222 7.6785
H 7.5227 -15.9408 7.0743
H 4.5230 -17.4126 5.8592
H 3.9099 -17.3058 3.4412
H 5.4064 -15.9600 1.9328
H 7.3026 -14.6578 2.7874
H 9.7120 -14.9802 8.6338
H 11.5553 -14.8200 9.9747
H 12.6743 -13.4223 11.6270
H 13.0122 -11.0660 11.2984
H 11.9920 -9.9059 9.3500
C 4.8644 -7.8208 4.7039
C 5.2181 -8.7507 5.8565
N 5.1578 -8.4319 7.1112
N 5.6936 -9.5027 7.7882
C 6.0645 -10.5205 6.9283
S 6.8894 -11.9191 7.2453
N 5.7437 -10.0073 5.6847
N 5.8577 -10.6397 4.4597
H 3.8644 -7.3560 4.7033
H 4.9372 -8.4794 3.7928
H 5.5754 -6.9681 4.6186
H 5.7915 -9.5026 8.8060
H 6.8394 -10.5114 4.1123
H 5.7803 -11.6452 4.6608
F 8.6765 -10.3566 4.5836
*
```

Summary:
- Energy relative to the best compared isomer or geometry (same formula, charge and spin): 0.0 kcal/mol
- Orbital gap: 6.7 eV